DFT (ωB97M-V/def2-TZVPD) results for a 2-piece molecular cluster, C6H16N4O2S overall at a distorted geometry.

Geometry as XYZ:
```
29
Properties=species:S:1:pos:R:3:mulliken_charge:R:1
C -0.2329 0.9634 -1.3369 0.14
C 0.5453 0.3223 -2.5348 0.29
C -1.4366 0.0052 -1.0363 -0.68
C -2.1312 0.3282 0.3119 -0.68
C -1.2830 0.0164 1.5813 -0.77
C 0.2604 -1.7969 0.6705 0.20
H -0.9456 2.2796 -2.6298 0.27
H -0.2876 3.0026 -1.4188 0.23
H 0.4391 1.0310 -0.4616 0.37
H -1.0925 -0.9878 -1.0370 0.33
H -2.1255 0.0673 -1.8497 0.51
H -2.5116 1.3906 0.3258 0.35
H -2.9990 -0.3089 0.3892 0.36
H -0.4899 0.7874 1.6868 0.29
H -1.9197 0.1262 2.4517 0.38
H -1.5148 -2.0265 1.4925 0.29
H 1.4513 -0.4227 1.1973 0.22
H -0.8007 -3.2309 -0.4628 0.29
H 0.8670 -3.1468 -0.5980 0.32
H 1.3976 -0.9061 -1.3632 0.51
H 3.7845 1.3508 3.7071 0.14
H 5.2017 2.5944 3.6949 0.14
N -0.8631 2.2381 -1.6640 -0.64
N -0.7574 -1.4007 1.5426 -0.21
N 1.3858 -1.1594 0.4887 -0.78
N 0.1082 -3.0161 0.0276 -0.47
O 0.3725 0.7137 -3.6699 -0.61
O 1.1274 -0.8625 -2.3071 -0.50
S 4.4503 2.0484 2.8020 -0.27
```

Results
* F_max: 2.4 eV/A
* structure (SMILES): [H]/N=C(/N)NCCC[C@H](N)C(=O)O.S
* HOMO energy: -9.5 eV
* total charge: 0